# 1
C17H33B2F4N4S2SbTc | the ωB97M-V functional and the def2-TZVPD basis

Calculated values
Gap between HOMO and LUMO (alpha / beta) (eV): 6.70 / 6.37
E_HOMO (alpha / beta) (Eh): -0.5319 / -0.5359
2S+1: 4
Expectation value of S²: 3.817
Charge: +2
Electronic energy (eV): -66746.9573

Each line ends with the natural charge from an NBO analysis.
Cartesian coordinates (Å):
Tc: -0.87570 0.24992 -0.14438  0.7740
C: 1.78831 4.88375 -0.40651  -0.4190
N: 0.55238 4.50437 -1.03427  -0.2989
C: -0.13447 5.20948 -1.97471  -0.0271
C: -1.25005 4.48992 -2.28507  -0.0329
N: -1.24236 3.34576 -1.54264  -0.4810
B: -2.39498 2.32977 -1.47669  0.3469
N: -2.46783 1.45820 -2.74072  -0.4811
C: -3.52361 1.38057 -3.59538  -0.0009
C: -3.29383 0.36535 -4.47436  -0.0392
N: -2.08903 -0.18698 -4.15242  -0.2833
C: -1.49255 -1.34029 -4.77483  -0.4195
C: -1.60101 0.49313 -3.09943  0.2253
S: -0.06428 0.23433 -2.36180  0.0820
C: -0.13069 3.37140 -0.78794  0.2553
S: 0.39363 2.18473 0.35022  0.0687
H: 2.23389 5.70837 -0.95842  0.2479
H: 2.47147 4.03377 -0.40004  0.2322
H: 1.61235 5.19761 0.62453  0.2372
H: 0.20522 6.15189 -2.35000  0.2572
H: -2.03321 4.70503 -2.98159  0.2522
H: -3.41908 2.85834 -1.25603  0.0262
H: -2.11115 1.56020 -0.51485  -0.1069
H: -4.35477 2.05053 -3.52094  0.2579
H: -3.90348 0.00898 -5.28014  0.2609
H: -2.28137 -2.01240 -5.11251  0.2474
H: -0.86176 -1.85832 -4.05221  0.2366
H: -0.87843 -1.04677 -5.62889  0.2393
C: 2.04256 -1.34176 4.15613  -0.6442
C: 1.53191 -0.31006 3.17015  -0.4153
C: 0.42210 0.53864 3.76229  -0.6429
Sb: 0.83026 -1.30555 1.30138  1.2512
C: 2.67117 -1.49475 -0.01309  -0.3942
C: 3.78640 -2.18805 0.73778  -0.6458
C: 3.10530 -0.11086 -0.46229  -0.6418
C: -0.19277 -3.28811 1.81063  -0.3371
C: 0.85304 -4.32753 2.13143  -0.6535
C: -1.19033 -3.08960 2.92767  -0.6586
H: 2.48147 -0.83050 5.01193  0.2491
H: 2.80991 -1.97713 3.72093  0.2202
H: 1.23912 -1.96731 4.53628  0.2166
H: 2.35333 0.33124 2.84356  0.2274
H: -0.43196 -0.06585 4.06480  0.2217
H: 0.08750 1.30873 3.06667  0.2100
H: 0.80315 1.03950 4.65136  0.2450
H: 2.35118 -2.09601 -0.87021  0.2294
H: 4.12307 -1.59229 1.58258  0.2145
H: 4.63751 -2.30302 0.06492  0.2459
H: 3.50079 -3.17668 1.08622  0.2240
H: 3.37438 0.51548 0.38849  0.2134
H: 2.34166 0.39770 -1.05223  0.2047
H: 3.99445 -0.21007 -1.08630  0.2462
H: -0.70881 -3.53914 0.88105  0.2369
H: 1.39443 -4.09626 3.04666  0.2205
H: 1.55406 -4.46600 1.30932  0.2189
H: 0.33996 -5.27699 2.29536  0.2539
H: -0.70502 -2.92530 3.88797  0.2159
H: -1.78336 -4.00078 3.01188  0.2540
H: -1.89727 -2.28477 2.73498  0.2302
F: -1.83950 -1.78841 -0.44343  -0.5144
B: -3.03000 -1.28614 0.25006  1.3360
F: -3.60734 -0.44830 -0.64265  -0.5133
F: -3.74723 -2.23903 0.79382  -0.4785
F: -2.34873 -0.43569 1.27591  -0.5034

# 2
C17H33BFN4O8 | the ωB97M-V functional and the def2-TZVPD basis

Calculated values
Gap between HOMO and LUMO (eV): 6.82
E_HOMO (Eh): -0.4092
2S+1: 1
Charge: +1
Electronic energy (eV): -43891.7799

Each line ends with the natural charge from an NBO analysis.
Cartesian coordinates (Å):
C: 0.45468 3.75848 2.05150  -0.3750
C: -0.73662 3.17908 2.07735  -0.2057
C: -1.08109 1.84848 1.48257  -0.2588
N: 0.01073 1.34853 0.62657  -0.6571
C: -0.23291 0.14200 -0.03613  0.7666
N: -1.48999 -0.19886 -0.53205  -0.2474
C: -1.65271 -0.08885 -2.00664  -0.2433
C: -2.77947 0.83829 -2.45004  -0.4061
C: -2.82106 2.20979 -1.75650  -0.4270
C: -4.06661 2.38708 -0.91119  -0.0803
O: -5.15420 2.61510 -1.81118  -0.5493
C: -6.38375 2.65290 -1.22951  0.6555
O: -6.80642 1.79951 -0.52340  -0.5297
O: -1.86228 -1.45913 0.00719  -0.3925
C: -3.27383 -1.49515 0.22672  -0.0964
C: -3.71188 -0.79670 1.51150  0.0673
C: -3.39659 -1.68873 2.71429  -0.6335
O: -5.09860 -0.51998 1.44803  -0.6990
N: 0.81948 -0.58931 -0.15648  -0.5010
C: 0.80690 -1.86876 -0.88905  -0.3590
C: 2.14006 -2.59367 -0.80471  0.8451
O: 3.01636 -2.54106 -1.58491  -0.4556
F: 2.21171 -3.34397 0.31340  -0.3153
B: 2.10696 -0.02489 0.50343  1.2467
O: 2.38207 -0.30928 1.79319  -0.8812
O: 2.92727 0.63171 -0.33545  -0.8724
H: 1.17854 3.55593 1.26897  0.1809
H: 0.75873 4.47189 2.80536  0.2286
H: -1.56116 3.70655 2.54617  0.2301
H: -1.26329 1.14488 2.29683  0.2234
H: -2.00133 1.93874 0.89880  0.2143
H: 0.23695 2.04762 -0.08283  0.4177
H: -0.70872 0.26817 -2.43198  0.2020
H: -1.86172 -1.09714 -2.37018  0.2355
H: -2.65140 0.98382 -3.52398  0.2346
H: -3.74771 0.35137 -2.32181  0.2190
H: -1.92274 2.41634 -1.16904  0.1853
H: -2.84851 2.98503 -2.52465  0.2406
H: -4.26046 1.50654 -0.28834  0.1976
H: -3.96675 3.23562 -0.22640  0.1850
H: -6.96334 3.54503 -1.49655  0.1325
H: -3.82902 -1.10318 -0.62963  0.1885
H: -3.51348 -2.55864 0.30371  0.2120
H: -3.18748 0.15257 1.63174  0.1663
H: -3.34788 -1.12377 3.64238  0.2256
H: -4.16447 -2.45892 2.79521  0.2285
H: -2.44700 -2.20617 2.54708  0.2026
H: -5.54255 -1.09895 0.82137  0.4746
H: 0.54018 -1.71981 -1.93290  0.2556
H: 0.04407 -2.50729 -0.44590  0.2778
H: 1.67635 -0.13226 2.42374  0.5216
H: 3.40594 1.33124 0.12782  0.5256
C: 8.27963 -1.96079 -1.38739  -0.7229
C: 8.12664 -2.08132 0.11211  0.6764
O: 9.08065 -2.22100 0.85151  -0.6090
N: 6.85903 -2.02723 0.61805  -0.6272
C: 5.61261 -1.86430 -0.09978  -0.4072
H: 9.33729 -2.02254 -1.62227  0.2515
H: 7.75455 -2.76784 -1.89982  0.2259
H: 7.89216 -1.00579 -1.74480  0.2212
H: 6.82491 -2.11620 1.62135  0.4003
H: 5.10612 -0.95688 0.24138  0.1759
H: 4.96255 -2.71968 0.08380  0.1958
H: 5.78386 -1.78424 -1.16761  0.2184

Question: Among the records above, which one has the lowest charge?
Answer: C17H33BFN4O8